{"formula": "C3H4FO2S", "method": "ωB97M-V/def2-TZVPD", "elements": ["C", "C", "F", "S", "C", "O", "O", "H", "H", "H", "H"], "xyz": [[0.242, 0.216, -0.741], [-0.757, 0.599, 0.374], [-1.762, 1.411, -0.384], [-1.640, -0.745, 1.124], [-0.035, 1.349, 1.600], [-0.532, 1.076, 2.737], [0.988, 1.949, 1.236], [0.328, -0.861, -0.817], [1.275, 0.673, -0.697], [-0.273, 0.674, -1.564], [-1.364, -0.446, 2.381]], "charge": -1, "smiles": "C[C@@](F)(S)C(=O)[O-]", "orbital_gap_ev": 8.28}

***

{"formula": "C36H24ClN8O5STi", "method": "ωB97M-V/def2-TZVPD", "elements": ["Ti", "C", "C", "C", "C", "C", "N", "C", "C", "C", "C", "C", "C", "C", "C", "N", "C", "N", "C", "N", "C", "N", "C", "N", "C", "N", "C", "C", "C", "C", "C", "C", "C", "C", "C", "C", "C", "C", "C", "C", "N", "H", "H", "H", "H", "H", "H", "H", "H", "H", "H", "H", "H", "H", "H", "H", "H", "O", "Cl", "O", "O", "O", "O", "S", "C", "C", "C", "C", "H", "H", "H", "H", "H", "H", "H", "H"], "xyz": [[0.514, -0.181, 0.541], [-5.578, -3.711, -0.503], [-5.568, -3.833, 0.923], [-4.479, -3.470, 1.657], [-3.331, -2.988, 0.980], [-2.104, -2.521, 1.438], [-1.634, -2.378, 2.723], [-0.945, -1.361, 3.080], [-0.664, -1.137, 4.514], [-0.865, -1.956, 5.612], [-0.544, -1.443, 6.860], [-0.055, -0.140, 6.997], [0.127, 0.677, 5.892], [-0.183, 0.148, 4.649], [-0.101, 0.735, 3.302], [0.272, 1.938, 3.114], [0.378, 2.482, 1.861], [0.226, 1.793, 0.679], [0.430, 2.669, -0.363], [0.349, 2.350, -1.697], [-0.108, 1.221, -2.081], [-0.557, 0.128, -1.326], [-1.011, -0.836, -2.233], [-1.665, -1.930, -2.077], [-2.121, -2.317, -0.837], [-1.423, -2.142, 0.320], [-3.340, -2.866, -0.452], [-4.499, -3.231, -1.183], [-0.722, -0.374, -3.610], [-0.930, -0.982, -4.839], [-0.571, -0.269, -5.975], [-0.042, 1.022, -5.878], [0.145, 1.628, -4.643], [-0.198, 0.899, -3.515], [0.718, 3.933, 0.155], [1.001, 5.183, -0.448], [1.243, 6.254, 0.360], [1.211, 6.133, 1.786], [0.935, 4.943, 2.390], [0.681, 3.813, 1.573], [-0.478, -0.243, 2.350], [-6.469, -4.004, -1.045], [-6.451, -4.215, 1.421], [-4.472, -3.551, 2.737], [-1.254, -2.958, 5.484], [-0.673, -2.056, 7.743], [0.187, 0.232, 7.985], [0.501, 1.688, 5.981], [-4.513, -3.126, -2.261], [-1.356, -1.975, -4.894], [-0.709, -0.712, -6.953], [0.220, 1.556, -6.783], [0.545, 2.630, -4.549], [1.021, 5.273, -1.527], [1.463, 7.222, -0.076], [1.411, 7.012, 2.388], [0.908, 4.846, 3.468], [2.780, -2.461, 1.672], [2.610, -1.350, 2.599], [3.882, -0.919, 3.136], [2.167, -0.152, 1.686], [-0.096, -1.895, 0.333], [2.019, -0.283, -0.839], [3.127, -1.208, -1.313], [4.189, -0.054, -2.190], [3.362, 0.389, -3.389], [2.802, -0.897, -4.004], [2.459, -1.873, -2.863], [5.084, -0.614, -2.478], [4.461, 0.731, -1.487], [3.966, 0.951, -4.102], [2.557, 1.041, -3.045], [3.557, -1.355, -4.647], [1.923, -0.697, -4.616], [2.884, -2.868, -2.997], [1.391, -1.984, -2.673]], "charge": -1, "orbital_gap_ev": 5.11}

***

{"formula": "C4H6ClN2O", "method": "ωB97M-V/def2-TZVPD", "elements": ["C", "C", "Cl", "N", "C", "N", "C", "O", "H", "H", "H", "H", "H", "H"], "xyz": [[-1.151, -1.906, -0.139], [-0.785, -0.386, 0.046], [-2.242, 0.685, 0.245], [0.005, -0.124, 1.138], [0.918, 0.729, 1.225], [1.398, 1.420, 0.058], [0.823, 1.009, -1.088], [-0.144, 0.222, -1.235], [-0.300, -2.233, -0.758], [-1.977, -1.945, -0.818], [-1.290, -2.150, 0.953], [1.537, 1.041, 2.182], [2.010, 2.176, 0.290], [1.198, 1.462, -2.098]], "charge": 1, "smiles": "C[C@@]1(Cl)N=C[NH+]=CO1", "orbital_gap_ev": 10.22}

***

{"formula": "C25H28N2O5S", "method": "ωB97M-V/def2-TZVPD", "elements": ["C", "C", "O", "C", "C", "C", "C", "N", "C", "C", "O", "N", "C", "C", "O", "C", "C", "C", "C", "C", "C", "C", "S", "O", "O", "C", "C", "C", "C", "C", "C", "C", "C", "H", "H", "H", "H", "H", "H", "H", "H", "H", "H", "H", "H", "H", "H", "H", "H", "H", "H", "H", "H", "H", "H", "H", "H", "H", "H", "H", "H"], "xyz": [[-0.738, -1.120, -7.177], [-0.137, -1.471, -5.825], [-1.127, -1.238, -4.842], [-0.825, -1.471, -3.537], [-1.839, -1.205, -2.616], [-1.644, -1.415, -1.269], [-0.422, -1.884, -0.791], [-0.266, -2.104, 0.591], [0.871, -2.849, 1.097], [2.159, -2.005, 1.068], [3.061, -2.218, 0.283], [2.162, -1.026, 1.987], [3.062, 0.099, 1.921], [2.345, 1.301, 1.294], [3.185, 2.423, 1.426], [2.736, 3.625, 0.955], [1.496, 3.841, 0.371], [1.156, 5.112, -0.068], [2.025, 6.182, 0.061], [1.656, 7.555, -0.415], [3.265, 5.953, 0.650], [3.620, 4.697, 1.091], [-1.052, -1.063, 1.641], [-1.031, 0.281, 1.144], [-0.479, -1.283, 2.946], [-2.736, -1.668, 1.719], [-2.952, -3.028, 1.813], [-4.250, -3.497, 1.937], [-5.308, -2.601, 1.972], [-5.076, -1.238, 1.884], [-3.780, -0.764, 1.760], [0.591, -2.145, -1.707], [0.391, -1.947, -3.064], [-1.612, -1.738, -7.366], [-0.006, -1.287, -7.962], [-1.043, -0.078, -7.187], [0.745, -0.846, -5.628], [0.169, -2.527, -5.808], [-2.783, -0.835, -2.983], [-2.447, -1.206, -0.582], [1.007, -3.748, 0.491], [0.641, -3.125, 2.128], [1.341, -0.921, 2.572], [3.923, -0.187, 1.314], [3.399, 0.364, 2.926], [2.131, 1.093, 0.236], [1.388, 1.462, 1.812], [0.785, 3.037, 0.254], [0.186, 5.263, -0.521], [2.369, 7.904, -1.162], [1.671, 8.262, 0.414], [0.662, 7.560, -0.856], [3.960, 6.772, 0.762], [4.580, 4.515, 1.548], [-2.112, -3.703, 1.783], [-4.435, -4.557, 2.008], [-6.318, -2.969, 2.070], [-5.902, -0.544, 1.914], [-3.561, 0.289, 1.682], [1.556, -2.494, -1.382], [1.206, -2.163, -3.736]], "smiles": "CCOc1ccc(N(CC(=O)NCCOc2ccc(C)cc2)S(=O)(=O)c2ccccc2)cc1", "orbital_gap_ev": 8.45}

***

{"formula": "C5H8O", "method": "ωB97M-V/def2-TZVPD", "elements": ["C", "C", "O", "C", "C", "C", "H", "H", "H", "H", "H", "H", "H", "H"], "xyz": [[1.406, 1.036, 0.117], [0.888, -0.374, -0.058], [0.399, -1.004, 1.160], [-0.728, -1.517, 0.531], [-1.582, 0.098, -0.045], [-0.467, -0.639, -0.708], [2.314, 1.046, 0.729], [0.669, 1.688, 0.593], [1.650, 1.454, -0.867], [1.668, -1.012, -0.493], [-1.814, -0.844, 0.874], [-2.526, 0.096, -0.593], [-1.364, 1.016, 0.502], [-0.575, -0.967, -1.739]], "orbital_gap_ev": 9.54}

***

{"formula": "C21H20N6O2S", "method": "ωB97M-V/def2-TZVPD", "elements": ["C", "N", "C", "N", "N", "C", "S", "C", "C", "O", "C", "H", "H", "C", "O", "N", "C", "C", "C", "C", "C", "C", "H", "H", "H", "H", "H", "H", "H", "H", "C", "N", "C", "N", "C", "C", "C", "C", "C", "C", "H", "H", "H", "H", "H", "H", "H", "H", "H", "H"], "xyz": [[-0.192, -1.100, -0.441], [-1.050, -0.180, -1.060], [-2.287, 0.079, -0.668], [-2.649, 1.263, -1.422], [-1.600, 1.697, -2.381], [-0.622, 0.994, -1.969], [0.892, 1.210, -2.664], [0.950, 2.660, -3.354], [1.512, 3.575, -2.241], [2.482, 4.059, -2.302], [0.662, 3.710, -0.810], [-0.329, 3.512, -1.165], [0.627, 4.786, -0.800], [1.060, 2.745, 0.191], [0.412, 1.892, 0.502], [2.327, 3.123, 0.453], [3.063, 2.377, 1.190], [2.659, 1.446, 2.195], [3.581, 0.548, 3.071], [4.904, 1.051, 3.124], [5.495, 1.922, 2.058], [4.586, 2.699, 1.436], [4.945, 3.293, 0.680], [6.435, 2.274, 2.243], [5.814, 0.278, 3.657], [3.147, -0.098, 3.740], [1.563, 1.216, 2.066], [2.907, 3.547, -0.089], [-0.215, 3.032, -3.456], [1.395, 2.807, -4.173], [-3.000, -0.603, 0.303], [-3.312, -1.848, -0.370], [-4.113, -2.095, -1.375], [-4.244, -3.255, -1.809], [-3.571, -3.930, -0.738], [-3.344, -5.459, -0.307], [-2.584, -5.846, 0.524], [-2.282, -4.671, 1.715], [-2.294, -3.444, 1.388], [-2.950, -2.980, 0.390], [-2.091, -2.664, 2.085], [-1.595, -4.963, 2.606], [-2.466, -6.680, 0.815], [-3.824, -5.949, -1.264], [-4.355, -1.260, -2.004], [-4.110, -0.018, 0.359], [-2.663, -0.622, 1.138], [-0.057, -0.877, 0.454], [0.899, -1.267, -1.055], [-0.518, -1.990, -0.463]], "orbital_gap_ev": 8.56}

***

{"formula": "C25H29EuN5O5", "method": "ωB97M-V/def2-TZVPD", "elements": ["Eu", "O", "C", "C", "N", "C", "C", "O", "O", "C", "C", "O", "O", "H", "H", "H", "H", "H", "H", "H", "H", "H", "C", "C", "C", "C", "C", "C", "C", "N", "N", "C", "C", "C", "C", "C", "C", "N", "C", "C", "C", "C", "C", "C", "N", "H", "H", "H", "H", "H", "H", "H", "H", "H", "H", "H", "H", "H", "H", "H", "H", "H", "H", "H", "H"], "xyz": [[0.348, 0.003, -0.052], [2.169, 1.882, -0.065], [3.192, 1.861, 0.952], [3.863, 0.505, 0.997], [2.880, -0.556, 1.206], [3.121, -1.771, 0.401], [2.156, -1.638, -0.780], [2.191, -0.505, -1.409], [1.146, -2.349, -0.833], [2.555, -0.801, 2.611], [1.078, -1.187, 2.821], [0.616, -1.288, 3.935], [0.432, -1.354, 1.707], [2.536, 1.373, -0.815], [2.699, 2.106, 1.893], [3.924, 2.643, 0.741], [4.641, 0.503, 1.771], [4.367, 0.333, 0.045], [2.846, -2.652, 0.974], [4.155, -1.870, 0.063], [2.728, 0.115, 3.179], [3.191, -1.567, 3.067], [-3.184, 0.349, -0.483], [-3.086, 1.841, -0.186], [-2.101, 2.594, -1.042], [-2.530, 3.729, -1.723], [-1.660, 4.411, -2.553], [-0.369, 3.932, -2.698], [-0.014, 2.805, -1.982], [-0.840, 2.147, -1.162], [-2.169, -0.520, 0.153], [-2.187, -1.840, -0.507], [-1.731, -1.737, -1.946], [-2.191, -2.629, -2.902], [-1.710, -2.513, -4.196], [-0.795, -1.513, -4.488], [-0.384, -0.675, -3.468], [-0.845, -0.779, -2.222], [-2.414, -0.641, 1.603], [-1.791, 0.462, 2.433], [-2.199, 0.645, 3.747], [-1.573, 1.607, 4.517], [-0.573, 2.385, 3.950], [-0.240, 2.151, 2.631], [-0.823, 1.204, 1.889], [-3.120, 0.206, -1.561], [-4.173, -0.013, -0.173], [-2.898, 2.033, 0.869], [-4.072, 2.264, -0.385], [-3.551, 4.062, -1.601], [-1.992, 5.292, -3.086], [0.351, 4.412, -3.344], [0.993, 2.419, -2.073], [-3.186, -2.291, -0.468], [-1.513, -2.505, 0.043], [-2.905, -3.394, -2.630], [-2.045, -3.193, -4.967], [-0.395, -1.388, -5.484], [0.357, 0.094, -3.647], [-1.981, -1.579, 1.952], [-3.492, -0.664, 1.806], [-2.983, 0.023, 4.158], [-1.860, 1.752, 5.549], [-0.064, 3.155, 4.511], [0.517, 2.744, 2.129]], "multiplicity": 7, "charge": 1, "s_squared": 12.01, "orbital_gap_ev": [8.26, 9.33]}

***

{"formula": "C4H13N2O", "method": "ωB97M-V/def2-TZVPD", "elements": ["C", "C", "C", "C", "N", "N", "H", "H", "H", "H", "H", "H", "H", "H", "H", "H", "H", "H", "H", "O"], "xyz": [[1.944, -1.091, 0.717], [0.674, -0.830, -0.180], [-0.374, 0.017, 0.483], [-1.444, 0.328, -0.221], [-2.587, 1.147, 0.257], [1.661, -1.967, 1.832], [2.392, -0.149, 1.109], [2.702, -1.429, 0.013], [0.224, -1.839, -0.226], [0.961, -0.601, -1.188], [0.012, 0.185, 1.494], [-1.632, -0.044, -1.230], [-3.035, 0.697, 1.062], [-2.308, 2.072, 0.625], [-3.266, 1.279, -0.502], [2.022, -2.906, 1.661], [2.008, -1.610, 2.705], [-0.653, 2.362, -3.126], [0.759, 2.211, -2.898], [-0.060, 2.167, -2.387]], "charge": 1, "orbital_gap_ev": 8.85}

***

{"formula": "H2O5P2", "method": "ωB97M-V/def2-TZVPD", "elements": ["O", "O", "O", "O", "O", "P", "P", "H", "H"], "xyz": [[0.797, -1.034, 0.913], [3.422, -1.228, 0.895], [1.893, 0.122, 3.023], [-3.800, 2.196, -2.636], [-3.498, 0.076, -3.870], [-2.833, 1.321, -3.392], [2.339, -0.231, 0.987], [0.002, -0.493, 0.903], [1.680, -0.727, 3.177]], "charge": -2, "orbital_gap_ev": 8.17}

***

{"formula": "C5H9OP", "method": "ωB97M-V/def2-TZVPD", "elements": ["C", "C", "C", "C", "C", "O", "P", "H", "H", "H", "H", "H", "H", "H", "H", "H"], "xyz": [[-0.267, 1.582, 2.455], [0.301, 0.541, 1.866], [-1.210, -0.755, -0.844], [1.134, -0.192, 1.211], [1.335, 0.149, -1.553], [-0.853, 1.965, -1.549], [-0.239, 0.630, -1.534], [-0.341, 1.602, 3.515], [-1.323, -0.575, 0.205], [-2.009, -1.165, -1.405], [-0.581, -1.604, -0.889], [2.068, 0.255, 1.170], [0.855, -1.190, 0.945], [1.656, -0.602, -0.916], [2.136, 0.890, -1.691], [-0.815, 2.345, 1.765]], "orbital_gap_ev": 8.97}

***

{"formula": "C10H11BrO", "method": "ωB97M-V/def2-TZVPD", "elements": ["O", "C", "C", "C", "C", "C", "C", "C", "C", "C", "C", "Br", "H", "H", "H", "H", "H", "H", "H", "H", "H", "H", "H"], "xyz": [[-0.945, -1.623, 1.729], [-0.326, -1.888, 0.538], [-0.289, -0.797, -0.276], [0.206, -0.882, -1.660], [0.026, 0.069, -2.566], [-0.758, 1.247, -2.339], [-1.151, 1.544, -1.054], [-0.803, 0.561, 0.128], [0.382, 1.352, 0.697], [0.841, 0.588, 1.937], [1.665, -0.395, 1.785], [2.139, -1.676, 3.171], [-1.606, -2.339, 1.772], [0.059, -2.936, 0.330], [0.698, -1.798, -1.885], [0.389, -0.066, -3.536], [-0.920, 1.838, -3.190], [-1.725, 2.423, -0.979], [-1.641, 0.371, 0.796], [0.053, 2.337, 0.880], [1.148, 1.502, -0.008], [0.315, 1.020, 2.802], [2.244, -0.452, 0.928]], "smiles": "O/C=C1/C=CC=C[C@@H]1C/C=C/Br", "orbital_gap_ev": 8.29}

***

{"formula": "C20H19AuN2O3", "method": "ωB97M-V/def2-TZVPD", "elements": ["Au", "C", "O", "C", "C", "C", "C", "C", "C", "N", "N", "C", "C", "O", "C", "C", "C", "C", "C", "C", "C", "C", "H", "H", "H", "H", "H", "H", "H", "H", "H", "H", "H", "H", "H", "C", "O", "C", "C", "H", "H", "H", "H", "H", "H"], "xyz": [[-1.854, 0.362, -0.475], [-1.870, 3.795, -2.351], [-1.153, 2.651, -1.930], [0.203, 2.695, -1.982], [0.919, 3.779, -2.461], [2.310, 3.744, -2.484], [2.990, 2.626, -2.028], [2.283, 1.539, -1.546], [0.885, 1.550, -1.508], [0.166, 0.481, -1.012], [0.870, -0.598, -0.675], [0.990, -1.018, 0.578], [0.510, -0.240, 1.710], [-0.070, 0.872, 1.566], [0.695, -0.822, 3.017], [1.288, -2.022, 3.211], [1.764, -2.803, 2.107], [2.372, -4.055, 2.304], [2.820, -4.799, 1.240], [2.671, -4.305, -0.064], [2.082, -3.084, -0.280], [1.616, -2.307, 0.797], [-1.616, 4.667, -1.743], [-2.921, 3.554, -2.218], [-1.682, 4.015, -3.404], [0.404, 4.657, -2.821], [2.854, 4.599, -2.863], [4.071, 2.598, -2.046], [2.795, 0.657, -1.191], [0.348, -0.224, 3.852], [1.420, -2.414, 4.213], [2.483, -4.426, 3.316], [3.288, -5.761, 1.406], [3.023, -4.889, -0.905], [1.967, -2.697, -1.284], [-2.861, -0.871, 2.195], [-3.957, -0.474, 1.317], [-3.687, 0.041, 0.171], [-4.928, 0.383, -0.569], [-2.203, -0.021, 2.359], [-2.309, -1.680, 1.723], [-3.339, -1.204, 3.110], [-5.833, 0.139, -0.014], [-4.907, -0.136, -1.529], [-4.895, 1.450, -0.804]], "multiplicity": 3, "s_squared": 2.05, "orbital_gap_ev": [5.79, 6.96]}

***

no.,electronic energy (eV),F_max (eV/Å)
1,-20824.796,2.51
2,-106352.752,0.26
3,-21786.752,4.25
4,-50432.069,1.26
5,-7357.669,0.56
6,-45952.898,19.21
7,-63411.771,0.70
8,-9378.746,2.32
9,-28850.663,5.60
10,-16663.368,3.14
11,-82635.004,3.88
12,-33859.507,0.06